Entry 1:
Below is an isolated ion of composition C13H22BCl2F3N2O5PS and charge +1, with properties calculated with ωB97M-V with the def2-TZVPD basis set.

Summary:
Multiplicity: 1
Total charge: +1
E_LUMO, eV: -3.57

CARTESIAN COORDINATES (ANGSTROEM)
C1 6.315 -1.090 0.770
C2 4.949 -1.168 0.163
O1 4.508 -0.409 -0.641
O2 4.206 -2.238 0.608
C3 3.139 -1.847 1.478
C4 1.833 -1.749 0.680
C5 0.823 -0.775 1.319
C6 0.363 0.280 0.304
S1 -0.382 -0.714 -1.081
C7 -1.925 -0.206 -0.725
B1 -3.259 -0.804 -1.418
O3 -3.707 -0.037 -2.434
N1 -3.757 -2.069 -0.947
C8 -5.091 -1.993 -0.312
C9 -3.656 -3.108 -1.993
N2 -1.983 0.737 0.185
Cl1 -3.500 1.337 0.659
C10 -0.721 1.301 0.757
C11 -0.566 2.769 0.279
C12 0.122 3.040 -1.057
O4 -0.295 2.077 -1.997
C13 1.671 3.142 -0.981
F1 2.257 2.413 -1.933
F2 2.167 2.732 0.207
F3 2.045 4.422 -1.141
P1 -0.853 1.269 2.711
O5 -1.794 2.556 3.013
Cl2 0.984 2.099 3.109
H1 6.791 -0.162 0.470
H2 6.247 -1.155 1.856
H3 6.908 -1.942 0.434
H4 3.373 -0.882 1.941
H5 3.080 -2.597 2.265
H6 2.124 -1.429 -0.322
H7 1.392 -2.744 0.631
H8 1.288 -0.284 2.174
H9 -0.048 -1.317 1.697
H10 1.239 0.755 -0.129
H11 -4.641 -0.155 -2.650
H12 -5.575 -1.019 -0.445
H13 -5.023 -2.176 0.761
H14 -5.759 -2.737 -0.745
H15 -2.609 -3.356 -2.175
H16 -4.166 -4.005 -1.651
H17 -4.102 -2.805 -2.948
H18 -0.052 3.344 1.050
H19 -1.566 3.199 0.187
H20 -0.187 4.036 -1.382
H21 -0.373 2.477 -2.869
H22 -2.234 2.985 2.271


Entry 2:
Below is a 3-piece molecular cluster, C13H22BINO11 overall, with properties calculated with ωB97M-V with the def2-TZVPD basis set.

Summary:
Multiplicity: 1
Total charge: -1
E_LUMO, eV: 2.32

CARTESIAN COORDINATES (ANGSTROEM)
C1 4.219 -1.136 5.157
C2 2.813 -0.501 4.856
O1 1.883 -1.376 4.238
C3 2.240 -1.673 2.893
C4 1.503 -0.759 1.847
O2 1.987 -0.882 0.514
B1 3.188 -0.054 0.389
O3 3.266 0.885 -0.794
N1 4.274 1.752 -0.535
O4 3.942 2.866 -0.783
O5 3.121 0.817 1.609
C5 1.795 0.803 2.048
I1 0.324 1.919 0.829
H1 4.572 -1.845 4.380
H2 4.244 -1.552 6.185
H3 4.957 -0.293 5.149
H4 2.978 0.457 4.317
H5 2.368 -0.226 5.844
H6 3.331 -1.702 2.693
H7 1.856 -2.703 2.687
H8 0.398 -0.874 1.897
H9 4.202 -0.712 0.292
H10 1.599 1.205 3.062
C6 0.357 -2.610 -3.530
C7 -0.796 -2.455 -2.566
C8 -1.296 -1.046 -2.433
O6 -1.839 -1.036 -1.115
C9 -1.153 -1.974 -0.406
O7 -1.212 -2.104 0.772
O8 -0.395 -2.748 -1.227
H11 1.222 -2.032 -3.199
H12 0.675 -3.653 -3.578
H13 0.076 -2.286 -4.534
H14 -1.607 -3.143 -2.834
H15 -2.064 -0.807 -3.168
H16 -0.503 -0.295 -2.488
C10 -5.270 3.107 -0.952
C11 -4.865 2.434 -2.243
C12 -3.731 1.460 -2.093
O9 -3.136 1.484 -3.393
C13 -3.398 2.709 -3.919
O10 -2.893 3.141 -4.903
O11 -4.317 3.377 -3.171
H17 -4.445 3.691 -0.541
H18 -6.092 3.803 -1.128
H19 -5.588 2.373 -0.210
H20 -5.737 1.964 -2.713
H21 -4.073 0.456 -1.844
H22 -2.981 1.773 -1.362


Entry 3:
Below is C13H22FI2OP2V as an isolated structure, with properties calculated with ωB97M-V with the def2-TZVPD basis set.

Summary:
Multiplicity: 2
Total charge: +3
E_LUMO (spin up / spin down), eV: -13.94 / -14.11

CARTESIAN COORDINATES (ANGSTROEM)
I1 -3.243 0.181 -2.512
I2 -1.035 0.067 -3.874
V1 0.411 0.236 0.927
P1 0.162 -2.265 0.179
C1 -0.100 -3.617 1.385
C2 -1.039 -2.752 -1.098
H1 -1.086 -3.852 -1.187
H2 1.607 -3.884 -0.902
H3 -0.746 -2.303 -2.059
H4 1.925 -2.202 -1.459
H5 -1.020 -3.449 1.958
H6 -2.030 -2.351 -0.841
C3 1.713 -2.837 -0.592
H7 -0.175 -4.573 0.850
H8 2.530 -2.749 0.133
H9 0.744 -3.650 2.080
P2 -0.087 2.451 -0.087
C4 -0.573 3.546 1.291
C5 1.542 3.125 -0.579
H10 -0.783 2.595 -2.392
H11 -1.099 4.133 -1.514
H12 -2.165 2.703 -1.307
C6 -1.127 3.032 -1.446
H13 1.958 2.497 -1.376
H14 1.413 4.149 -0.946
H15 -0.695 4.566 0.913
H16 0.178 3.527 2.083
H17 2.242 3.123 0.261
H18 -1.523 3.194 1.709
C7 -0.355 -0.589 2.403
O1 -0.591 -1.178 3.403
F1 3.884 3.964 4.633
C8 3.212 2.968 3.952
C9 1.934 2.642 4.368
C10 1.198 1.711 3.604
C11 1.730 1.167 2.432
C12 3.021 1.529 2.027
C13 3.768 2.445 2.789
H19 1.512 3.104 5.262
H20 0.176 1.462 3.942
H21 3.454 1.141 1.097
H22 4.766 2.783 2.496


| no. | energy (eV) |
| --- | --- |
| 1 | -81048.684 |
| 2 | -46628.781 |
| 3 | -79036.164 |